DFT (wB97M-V/def2-TZVPD) results for a structure of composition C4H6BaO3 at a distorted geometry.

```
! RIJCOSX wB97M-V def2-TZVPD def2/J DEFGRID3
* xyz 3 2
C 0.012 2.801 0.009
C 0.602 1.553 0.105
O 0.609 3.803 -0.479
H 1.648 1.378 -0.157
H -0.375 2.738 1.120
H 0.951 4.432 0.183
O -0.251 0.360 0.048
C 0.162 -0.868 -0.152
O -0.420 -1.741 0.559
Ba 2.543 -2.499 -0.772
C -1.245 -2.806 -0.021
H -1.922 -3.153 0.765
H -1.792 -2.432 -0.890
H -0.520 -3.566 -0.316
*
```

Output
Orbital gap (alpha / beta), Eh: 0.318 / 0.254
Energy relative to the best compared isomer or geometry (same formula, charge and spin), kJ/mol: 226.8
⟨S²⟩: 0.7574

DFT (wB97M-V/def2-TZVPD) results for a structure of composition C4H14N2P at a distorted geometry.

```
! RIJCOSX wB97M-V def2-TZVPD def2/J DEFGRID3
* xyz 1 1
C 0.950 -0.215 0.737
C 0.851 1.917 -0.316
C -2.467 0.884 0.686
C -1.269 -1.396 -0.769
N 2.177 -1.243 -0.245
N 0.270 0.653 0.081
P -1.312 0.462 -0.714
H 1.821 0.317 1.241
H 0.608 -1.108 1.263
H 2.410 -2.040 0.384
H 1.154 1.856 -1.354
H 0.051 2.715 -0.400
H 1.564 2.205 0.401
H -3.413 0.753 0.194
H -2.285 1.864 0.886
H -2.252 0.302 1.583
H -0.249 -1.732 -1.089
H -1.979 -1.787 -1.413
H -1.277 -1.917 0.262
H 1.650 -1.769 -0.945
H 2.998 -0.721 -0.472
*
```

Output
Orbital gap, Eh: 0.353
Energy relative to the best compared isomer or geometry (same formula, charge and spin), kJ/mol: 180.0

DFT (wB97M-V/def2-TZVPD) results for the molecule CHClFI at a distorted geometry.

```
! RIJCOSX wB97M-V def2-TZVPD def2/J DEFGRID3
* xyz 0 1
F 0.529 -1.013 1.713
C 0.637 -0.758 0.430
Cl 0.224 -2.174 -0.558
I 2.603 0.036 -0.067
H -0.099 0.183 -0.111
*
```

Output
SMILES string: F[C@H](Cl)I
Orbital gap, Eh: 0.363
Energy relative to the best compared isomer or geometry (same formula, charge and spin), kJ/mol: 70.6

DFT (wB97M-V/def2-TZVPD) results for the molecule C3H7FSi at a distorted geometry.

```
! RIJCOSX wB97M-V def2-TZVPD def2/J DEFGRID3
* xyz 0 1
C 2.250 0.940 0.230
C 0.954 0.651 -0.025
Si 0.063 -0.885 -0.356
C -2.051 -0.416 0.033
F -1.954 0.955 0.139
H 2.604 1.899 0.668
H 2.872 0.059 0.422
H 0.296 1.533 -0.093
H 0.561 -1.821 0.624
H -0.426 -1.463 -1.696
H -2.652 -0.585 -0.821
H -2.516 -0.867 0.875
*
```

Output
SMILES string: C=C[SiH2]CF
Orbital gap, Eh: 0.368
Energy relative to the best compared isomer or geometry (same formula, charge and spin), kJ/mol: 67.0

DFT (wB97M-V/def2-TZVPD) results for a cluster of 9 separate species, C44H113N7O16 in total at a distorted geometry.

```
! RIJCOSX wB97M-V def2-TZVPD def2/J DEFGRID3
* xyz -1 2
C -0.429 -1.193 -0.061
O 1.019 -1.222 -0.303
H -0.717 -0.701 0.868
H -1.023 -0.647 -0.794
H -0.694 -2.249 -0.114
H 1.396 -0.381 -0.033
C 0.272 -4.672 -1.854
O 1.284 -4.106 -1.143
H 0.609 -5.683 -2.080
H -0.678 -4.666 -1.319
H 0.180 -4.187 -2.826
H 1.098 -3.184 -0.954
C -6.921 -2.883 -7.227
O -6.952 -1.500 -6.958
C -7.040 -0.599 -8.025
C -6.579 0.772 -7.384
N -5.209 0.518 -6.908
C -4.788 1.610 -6.010
C -3.609 1.019 -5.203
O -4.158 0.074 -4.283
C -3.227 -0.598 -3.462
H -7.933 -3.154 -7.529
H -6.608 -3.356 -6.296
H -6.244 -3.151 -8.038
H -8.044 -0.479 -8.432
H -6.454 -0.862 -8.905
H -7.298 1.099 -6.632
H -6.441 1.517 -8.167
H -5.364 -0.297 -6.331
H -5.586 1.879 -5.319
H -4.486 2.535 -6.501
H -3.112 1.852 -4.704
H -2.891 0.631 -5.926
H -3.884 -1.213 -2.846
H -2.613 0.061 -2.848
H -2.583 -1.303 -3.988
C -3.761 1.430 0.469
O -3.392 0.235 1.086
C -4.185 -0.991 0.814
C -3.869 -2.138 1.775
N -4.057 -1.773 3.161
C -5.331 -1.208 3.574
C -5.164 -0.708 5.014
O -4.297 0.433 5.146
C -4.775 1.677 4.590
H -3.156 2.315 0.663
H -4.761 1.759 0.752
H -3.778 1.390 -0.620
H -4.077 -1.305 -0.224
H -5.250 -0.761 0.819
H -2.844 -2.462 1.597
H -4.589 -2.908 1.498
H -3.280 -1.184 3.424
H -6.145 -1.930 3.628
H -5.578 -0.392 2.895
H -4.750 -1.464 5.682
H -6.157 -0.506 5.417
H -5.837 1.814 4.796
H -4.546 1.653 3.525
H -4.224 2.475 5.088
C -5.916 -4.679 6.718
O -4.536 -5.050 6.820
C -3.937 -4.917 5.572
C -2.409 -4.549 5.795
N -1.791 -4.272 4.497
C -0.369 -4.001 4.537
C -0.125 -2.511 4.884
O -0.941 -1.746 3.977
C -1.054 -0.333 4.282
H -6.508 -4.647 7.632
H -6.420 -5.381 6.054
H -6.010 -3.650 6.372
H -4.390 -4.176 4.913
H -3.896 -5.831 4.980
H -1.877 -5.342 6.321
H -2.289 -3.725 6.498
H -2.125 -3.371 4.188
H 0.177 -4.248 3.627
H 0.068 -4.642 5.304
H 0.909 -2.244 4.663
H -0.343 -2.172 5.897
H -0.142 0.251 4.407
H -1.585 -0.178 5.221
H -1.626 0.122 3.473
C 2.055 -0.841 -3.570
O 2.440 -0.316 -4.783
C 3.783 0.219 -4.845
C 4.160 0.520 -6.288
N 3.240 1.553 -6.852
C 3.434 1.608 -8.312
C 2.806 2.894 -8.905
O 1.447 2.667 -8.805
C 0.697 3.760 -9.279
H 1.979 -0.129 -2.748
H 2.673 -1.705 -3.326
H 1.042 -1.239 -3.633
H 4.473 -0.518 -4.434
H 3.841 1.144 -4.271
H 4.165 -0.415 -6.850
H 5.195 0.862 -6.279
H 2.318 1.181 -6.679
H 3.021 0.781 -8.890
H 4.502 1.579 -8.524
H 3.146 3.145 -9.909
H 2.991 3.790 -8.313
H -0.352 3.575 -9.049
H 0.850 4.007 -10.330
H 1.087 4.601 -8.706
C -0.548 2.515 1.767
O -0.595 3.895 1.501
C 0.073 4.608 2.567
C -0.148 6.122 2.317
N -1.461 6.497 2.799
C -1.647 7.975 2.946
C -1.301 8.886 1.674
O 0.103 9.246 1.603
C 0.500 9.664 0.332
H 0.492 2.190 1.772
H -0.952 2.002 0.894
H -1.065 2.176 2.665
H 1.148 4.427 2.589
H -0.422 4.317 3.494
H 0.028 6.300 1.256
H 0.605 6.673 2.880
H -2.207 6.052 2.283
H -1.040 8.330 3.779
H -2.655 8.213 3.285
H -1.859 9.822 1.641
H -1.690 8.420 0.768
H -0.104 10.494 -0.038
H 0.557 8.849 -0.389
H 1.493 10.109 0.380
C 7.886 -6.618 4.504
O 7.696 -5.642 3.495
C 7.785 -4.309 3.914
C 7.937 -3.385 2.708
N 6.706 -3.143 1.955
C 5.917 -4.315 1.515
C 4.851 -3.734 0.570
O 5.459 -3.117 -0.571
C 4.526 -2.420 -1.302
H 8.824 -6.378 5.004
H 7.971 -7.608 4.056
H 7.176 -6.582 5.330
H 8.680 -4.063 4.484
H 6.879 -4.043 4.459
H 8.707 -3.757 2.033
H 8.272 -2.399 3.030
H 6.972 -2.647 1.116
H 5.527 -4.901 2.347
H 6.487 -5.096 1.013
H 4.211 -3.009 1.072
H 4.164 -4.502 0.214
H 3.969 -3.110 -1.936
H 5.093 -1.768 -1.966
H 3.839 -1.808 -0.716
C 4.294 3.094 -1.719
O 4.177 2.483 -0.380
C 4.674 1.184 -0.319
C 4.373 0.581 1.062
N 2.930 0.391 1.204
C 2.616 -0.337 2.455
C 2.734 0.450 3.782
O 1.763 1.511 3.822
C 2.176 2.447 4.801
H 5.332 3.191 -2.036
H 3.949 4.119 -1.584
H 3.688 2.490 -2.394
H 5.754 1.166 -0.466
H 4.227 0.516 -1.056
H 4.808 1.288 1.767
H 4.911 -0.360 1.178
H 2.407 1.253 1.257
H 3.302 -1.174 2.589
H 1.622 -0.778 2.374
H 3.726 0.901 3.789
H 2.610 -0.199 4.649
H 2.185 1.969 5.780
H 1.461 3.267 4.735
H 3.098 2.959 4.526
*
```

Output
Orbital gap (alpha / beta), Eh: 0.047 / 0.322
⟨S²⟩: 0.7504

DFT (wB97M-V/def2-TZVPD) results for a cluster of 2 separate species, C14H16O in total at a distorted geometry.

```
! RIJCOSX wB97M-V def2-TZVPD def2/J DEFGRID3
* xyz 1 2
C 0.407 1.103 2.775
C -0.229 -0.055 2.079
C -1.578 -0.104 1.764
C 0.663 -1.074 1.573
C -2.231 -1.213 1.263
C 0.046 -2.063 0.861
C -1.372 -2.229 0.794
O -1.818 -3.413 0.442
H 1.487 1.054 2.737
H 0.075 1.194 3.820
H -2.098 0.853 1.720
H 1.716 -0.884 1.698
H -3.308 -1.150 1.234
H 0.573 -2.978 0.602
H -2.743 -3.554 0.708
H 0.014 2.032 2.362
C -0.118 -0.399 -3.430
C 2.253 1.088 -0.832
C 1.774 0.315 -1.897
C 1.368 1.923 -0.125
C 0.469 0.489 -2.327
C 0.061 2.031 -0.530
C -0.385 1.340 -1.665
H 3.311 1.233 -0.660
H 2.429 -0.308 -2.494
H 1.710 2.516 0.712
H -0.674 2.688 -0.072
H 0.759 -0.591 -4.059
H -0.728 0.167 -4.124
H -1.448 1.368 -1.876
H -0.384 -1.381 -3.054
*
```

Output
Orbital gap (alpha / beta), Eh: 0.314 / 0.179
Energy relative to the best compared isomer or geometry (same formula, charge and spin), kJ/mol: 127.7
⟨S²⟩: 0.7664

DFT (wB97M-V/def2-TZVPD) results for a structure of composition C62H47BCsF8N7O4P2S at a distorted geometry.

```
! RIJCOSX wB97M-V def2-TZVPD def2/J DEFGRID3
* xyz -2 1
Cs 0.164 -0.529 0.458
C -4.827 3.963 3.657
C -3.958 2.811 4.161
N -2.579 2.935 3.740
C -1.670 3.648 4.606
C -1.065 2.726 5.663
C -2.125 2.208 2.692
S -0.473 2.273 2.304
N -3.033 1.507 2.044
C -2.787 0.834 0.917
O -1.738 0.905 0.247
C -3.937 0.014 0.469
C -5.048 -0.149 1.290
C -6.111 -0.923 0.876
C -6.087 -1.522 -0.372
C -4.993 -1.349 -1.202
C -3.915 -0.597 -0.780
H -5.841 3.847 4.032
H -4.857 3.944 2.572
H -4.440 4.928 3.980
H -4.339 1.878 3.745
H -3.991 2.766 5.254
H -2.217 4.473 5.076
H -0.871 4.064 3.984
H -1.849 2.282 6.271
H -0.384 3.273 6.310
H -0.516 1.934 5.161
H -5.040 0.302 2.268
H -6.949 -1.088 1.538
H -6.918 -2.135 -0.691
H -4.973 -1.822 -2.173
H -3.045 -0.474 -1.412
N -1.127 -3.622 -0.359
C 0.173 -4.066 0.012
C 1.144 -3.359 -1.023
O 1.299 -3.904 -2.100
O 1.586 -2.271 -0.592
H -1.773 -3.516 0.414
H -1.544 -4.181 -1.089
H 0.333 -5.147 -0.095
H 0.417 -3.742 1.023
O 1.409 2.033 -1.695
C 2.600 2.143 -2.364
C 2.968 3.303 -3.035
C 4.180 3.354 -3.698
C 5.032 2.263 -3.672
C 4.651 1.102 -3.022
C 3.419 1.013 -2.389
P 2.625 -0.493 -1.615
C 1.868 -0.985 -3.216
C 0.499 -1.207 -3.296
C -0.091 -1.532 -4.506
C 0.681 -1.639 -5.650
C 2.045 -1.414 -5.579
C 2.633 -1.082 -4.373
C 4.117 -1.530 -1.524
C 5.094 -1.121 -0.619
C 6.223 -1.890 -0.405
C 6.387 -3.077 -1.101
C 5.409 -3.499 -1.987
C 4.270 -2.739 -2.191
C 0.963 3.136 -1.016
C 1.808 4.008 -0.348
C 1.279 5.125 0.274
C -0.079 5.377 0.205
C -0.922 4.493 -0.447
C -0.420 3.341 -1.031
P -1.287 1.988 -1.915
C -0.957 2.811 -3.560
C -0.052 2.200 -4.420
C 0.277 2.781 -5.631
C -0.303 3.982 -6.004
C -1.209 4.600 -5.154
C -1.528 4.022 -3.940
C -3.063 2.414 -1.820
C -3.822 1.922 -2.881
C -5.200 1.995 -2.875
C -5.854 2.546 -1.784
C -5.115 3.015 -0.714
C -3.733 2.945 -0.723
H 2.299 4.153 -3.042
H 4.460 4.254 -4.229
H 5.991 2.315 -4.168
H 5.324 0.257 -2.993
H -0.102 -1.138 -2.400
H -1.158 -1.703 -4.558
H 0.224 -1.905 -6.594
H 2.656 -1.498 -6.468
H 3.698 -0.906 -4.329
H 4.950 -0.196 -0.076
H 6.962 -1.576 0.319
H 7.270 -3.680 -0.940
H 5.527 -4.437 -2.514
H 3.488 -3.098 -2.843
H 2.871 3.810 -0.318
H 1.934 5.804 0.801
H -0.490 6.266 0.663
H -1.973 4.723 -0.511
H 0.390 1.256 -4.134
H 0.987 2.289 -6.284
H -0.057 4.434 -6.956
H -1.666 5.539 -5.444
H -2.234 4.510 -3.279
H -3.306 1.456 -3.712
H -5.770 1.602 -3.706
H -6.934 2.593 -1.762
H -5.621 3.423 0.150
H -3.190 3.273 0.147
F 5.926 -4.400 4.488
C 4.587 -4.522 4.615
C 4.097 -5.644 5.228
F 4.985 -6.559 5.677
C 2.711 -5.869 5.425
C 1.869 -4.841 4.925
C 2.361 -3.723 4.305
F 1.489 -2.793 3.872
C 3.749 -3.494 4.114
C 4.249 -2.338 3.475
C 3.430 -1.344 2.928
N 2.831 -0.473 2.475
C 5.611 -2.059 3.335
N 6.713 -1.755 3.192
F 0.542 -4.971 5.081
C 2.203 -7.016 6.070
C 0.850 -7.225 6.370
N -0.222 -7.494 6.694
C 2.988 -8.098 6.475
N 3.543 -9.049 6.818
F -3.408 -2.088 2.534
B -3.601 -3.396 2.107
F -2.419 -4.103 2.307
F -4.645 -3.980 2.787
F -3.871 -3.408 0.734
*
```

Output
Orbital gap (alpha / beta), Eh: 0.181 / 0.135
Energy relative to the best compared isomer or geometry (same formula, charge and spin), kJ/mol: 303.7

DFT (wB97M-V/def2-TZVPD) results for the molecule ClH3P2 at a distorted geometry.

```
! RIJCOSX wB97M-V def2-TZVPD def2/J DEFGRID3
* xyz 0 3
P -0.119 -1.144 0.574
P 0.618 0.375 -0.777
Cl -0.318 1.943 -0.020
H -1.208 -0.284 0.985
H -0.802 -1.354 -0.572
H 1.830 0.464 -0.191
*
```

Output
Orbital gap (alpha / beta), Eh: 0.215 / 0.263
Energy relative to the best compared isomer or geometry (same formula, charge and spin), kJ/mol: 137.5
⟨S²⟩: 2.0055

DFT (wB97M-V/def2-TZVPD) results for a structure of composition C4H16BF4N8O4Tl at a distorted geometry.

```
! RIJCOSX wB97M-V def2-TZVPD def2/J DEFGRID3
* xyz 2 1
Tl -32.518 2.602 -8.141
B -35.892 1.899 -7.952
F -36.190 2.601 -6.785
F -36.996 1.405 -8.510
F -35.320 2.753 -8.915
F -34.955 0.955 -7.682
C -30.360 5.654 -9.907
O -31.002 4.720 -9.482
N -30.209 5.755 -11.183
N -29.805 6.573 -9.140
H -30.664 4.985 -11.653
H -30.524 6.635 -11.566
H -28.994 6.885 -9.655
H -29.819 6.304 -8.167
C -33.727 3.334 -4.355
O -33.472 2.845 -5.429
N -34.563 2.795 -3.484
N -33.127 4.367 -3.872
H -34.307 2.939 -2.518
H -35.136 2.023 -3.793
H -33.225 4.507 -2.876
H -32.264 4.731 -4.250
C -28.585 2.251 -6.771
O -29.835 2.206 -6.918
N -27.807 1.177 -6.885
N -27.826 3.267 -6.606
H -28.258 0.274 -6.918
H -26.809 1.190 -7.040
H -26.823 3.217 -6.505
H -28.385 4.108 -6.578
C -34.812 6.019 -8.099
O -34.041 5.039 -8.059
N -34.451 7.265 -8.062
N -36.118 5.963 -8.219
H -35.130 7.882 -7.642
H -33.461 7.452 -8.130
H -36.440 5.040 -8.471
H -36.584 6.818 -8.489
*
```

Output
Orbital gap, Eh: 0.107

DFT (wB97M-V/def2-TZVPD) results for the ion C2H8N3S with charge +1 at a distorted geometry.

```
! RIJCOSX wB97M-V def2-TZVPD def2/J DEFGRID3
* xyz 1 1
C -0.210 2.001 -1.438
C 0.249 0.630 0.037
N 1.126 -0.465 -0.386
N -0.833 0.100 0.748
N -0.484 -1.116 1.409
S 0.812 2.307 0.014
H 0.281 1.760 -2.359
H -1.246 2.266 -1.385
H 0.942 -0.816 -1.333
H 2.120 -0.233 -0.290
H -1.371 0.788 1.268
H 0.766 -1.197 0.352
H -1.257 -1.775 1.343
H -0.250 -0.980 2.394
*
```

Output
Orbital gap, Eh: 0.331
Energy relative to the best compared isomer or geometry (same formula, charge and spin), kJ/mol: 301.6